Run A
Formula: C2H4BrP
Source: the Open Molecules 2025 dataset
Level of theory: the ωB97M-V functional and the def2-TZVPD basis

Bonds (Å) are listed after each position.
Element x y z (Å)
1 Br 3.033 -0.029 0.084  C2 1.893
2 C 1.237 0.136 -0.490  Br1 1.893, C3 1.803, P4 1.890, H5 1.120
3 C 0.005 -0.102 0.805  C2 1.803, P4 1.861, H6 1.098, H7 1.131
4 P 0.148 1.587 0.038  C2 1.890, C3 1.861, H8 1.300
5 H 0.904 -0.462 -1.376  C2 1.120
6 H -0.908 -0.709 0.746  C3 1.098
7 H 0.699 -0.212 1.691  C3 1.131
8 H -0.818 1.314 -0.789  P4 1.300

Calculated values
structure (SMILES)	Br[C@H]1CP1

Löwdin population analysis, charges in e, atoms 1 to 5: number 1, Br, carries 0.601; number 2, C, carries -0.975; number 3, C, carries -0.391; number 4, P, carries 0.802; number 5, H, carries 0.040


Run B
Formula: C2H4BrP
Source: the Open Molecules 2025 dataset
Level of theory: the ωB97M-V functional and the def2-TZVPD basis

Bonds (Å) are listed after each position.
Element x y z (Å)
1 C -0.198 -0.830 -0.294  C2 1.297, H6 1.064
2 C 0.758 -1.414 -0.948  C1 1.297, H7 1.088, H8 1.082
3 P -1.348 1.854 1.171  Br4 2.183, H5 1.401
4 Br 0.422 2.288 2.373  P3 2.183
5 H -0.879 2.559 0.055  P3 1.401
6 H -1.141 -1.103 0.118  C1 1.064
7 H 0.737 -2.469 -1.213  C2 1.088
8 H 1.650 -0.887 -1.261  C2 1.082

Löwdin population analysis, charges in e, atoms 1 to 5: number 1, C, carries -0.019; number 2, C, carries -0.117; number 3, P, carries 0.243; number 4, Br, carries 0.045; number 5, H, carries -0.239


Run C
Formula: C2H4BrP
Source: the Open Molecules 2025 dataset
Level of theory: the ωB97M-V functional and the def2-TZVPD basis

Bonds (Å) are listed after each position.
Element x y z (Å)
1 C -0.575 0.115 0.080  C2 1.319, H6 1.038
2 C -1.555 0.556 -0.684  C1 1.319, H7 1.120, H8 1.087
3 P 1.786 -1.410 0.147  Br4 2.199, H5 1.497
4 Br 3.140 0.301 -0.129  P3 2.199
5 H 1.586 -1.629 1.615  P3 1.497
6 H -0.333 0.407 1.046  C1 1.038
7 H -2.203 1.421 -0.393  C2 1.120
8 H -1.848 0.239 -1.682  C2 1.087

Löwdin population analysis, charges in e, atoms 1 to 5: number 1, C, carries -0.111; number 2, C, carries -0.116; number 3, P, carries 0.263; number 4, Br, carries 0.051; number 5, H, carries -0.164


Which of them is the most stable, and which is the least stable? run A and run B, in that order.


Run A
Formula: C5H7N3O2
Source: the Open Molecules 2025 dataset
Level of theory: the ωB97M-V functional and the def2-TZVPD basis

Bonds (Å) are listed after each position.
Element x y z (Å)
1 H 2.963 -1.952 -0.770  N2 1.003
2 N 2.660 -1.195 -0.186  H1 1.003, C3 1.263
3 C 1.837 -0.421 -0.752  N2 1.263, C4 1.572, H12 1.133
4 C 0.968 0.613 0.052  C3 1.572, O5 1.364, O6 1.343, C7 1.517
5 O 1.205 0.538 1.394  C4 1.364, H13 0.941
6 O 1.146 1.888 -0.330  C4 1.343, H14 0.972
7 C -0.527 0.356 0.025  C4 1.517, N8 1.288, N11 1.378
8 N -1.398 1.031 -0.642  C7 1.288, C9 1.416
9 C -2.573 0.244 -0.588  N8 1.416, C10 1.376, H15 1.040
10 C -2.331 -0.814 0.258  C9 1.376, N11 1.371, H16 1.047
11 N -0.977 -0.869 0.465  C7 1.378, C10 1.371, H17 1.011
12 H 1.388 -0.593 -1.778  C3 1.133
13 H 1.986 0.963 1.702  O5 0.941
14 H 0.465 2.321 0.211  O6 0.972
15 H -3.492 0.608 -0.911  C9 1.040
16 H -2.910 -1.626 0.578  C10 1.047
17 H -0.411 -1.092 1.272  N11 1.011

Calculated values
structure (SMILES)	[H]/N=C/C(O)(O)c1ncc[nH]1

Löwdin population analysis, charges in e, atoms 1 to 5: number 1, H, carries 0.047; number 2, N, carries 0.125; number 3, C, carries -0.108; number 4, C, carries -0.606; number 5, O, carries 0.042


Run B
Formula: C5H7N3O2
Source: the Open Molecules 2025 dataset
Level of theory: the ωB97M-V functional and the def2-TZVPD basis

Bonds (Å) are listed after each position.
Element x y z (Å)
1 N -3.528 -0.250 0.724  C2 1.457, H11 1.016, H12 1.015
2 C -2.722 -0.675 -0.412  N1 1.457, C3 1.492, H13 1.096, H14 1.106
3 C -1.351 -0.089 -0.351  C2 1.492, N4 1.292, O10 1.351
4 N -0.205 -0.671 -0.482  C3 1.292, C5 1.387
5 C 0.734 0.339 -0.338  N4 1.387, C6 1.482, C9 1.358
6 C 2.195 0.092 -0.385  C5 1.482, N7 1.342, O8 1.232
7 N 2.664 -0.705 0.588  C6 1.342, H15 1.011, H16 1.025
8 O 2.941 0.723 -1.135  C6 1.232
9 C 0.081 1.509 -0.110  C5 1.358, O10 1.350, H17 1.084
10 O -1.242 1.240 -0.140  C3 1.351, C9 1.350
11 H -3.725 0.745 0.678  N1 1.016
12 H -4.425 -0.725 0.709  N1 1.015
13 H -2.600 -1.764 -0.388  C2 1.096
14 H -3.164 -0.417 -1.392  C2 1.106
15 H 2.385 -1.676 0.634  N7 1.011
16 H 3.416 -0.318 1.167  N7 1.025
17 H 0.392 2.528 0.090  C9 1.084

Calculated values
structure (SMILES)	NCc1nc(C(N)=O)co1

Löwdin population analysis, charges in e, atoms 1 to 5: number 1, N, carries 0.006; number 2, C, carries -0.198; number 3, C, carries -0.340; number 4, N, carries 0.190; number 5, C, carries -0.194


Run C
Formula: C5H7N3O2
Source: the Open Molecules 2025 dataset
Level of theory: the ωB97M-V functional and the def2-TZVPD basis

Bonds (Å) are listed after each position.
Element x y z (Å)
1 C 0.645 -0.551 0.601  C3 1.405, C4 1.360, H11 1.168
2 C 1.258 1.752 0.047  C3 1.364, H12 1.057
3 C 1.372 0.632 0.817  C1 1.405, C2 1.364, N7 1.338
4 C -0.460 -0.537 -0.191  C1 1.360, C5 1.533, N6 1.325
5 C -1.331 -1.772 -0.450  C4 1.533, H13 1.037, H14 1.052, H15 1.082
6 N -0.757 0.618 -0.768  C4 1.325, N8 1.353
7 N 2.416 0.563 1.651  C3 1.338, H16 1.032, H17 1.085
8 N -1.865 0.906 -1.489  N6 1.353, O9 1.215, O10 1.220
9 O -2.047 2.103 -1.589  N8 1.215
10 O -2.617 0.059 -1.942  N8 1.220
11 H 1.067 -1.430 1.243  C1 1.168
12 H 0.880 2.736 -0.029  C2 1.057
13 H -0.896 -2.407 0.245  C5 1.037
14 H -2.381 -1.717 -0.437  C5 1.052
15 H -1.071 -2.129 -1.437  C5 1.082
16 H 2.817 -0.320 2.003  N7 1.032
17 H 2.969 1.494 1.725  N7 1.085

Löwdin population analysis, charges in e, atoms 1 to 5: number 1, C, carries -0.057; number 2, C, carries 0.314; number 3, C, carries -0.484; number 4, C, carries -0.299; number 5, C, carries -0.002


Which of them is the most stable, and which is the least stable? run B and run C, in that order.


Run A
Formula: C9H12N2O
Source: the Open Molecules 2025 dataset
Level of theory: the ωB97M-V functional and the def2-TZVPD basis

Bonds (Å) are listed after each position.
Element x y z (Å)
1 N -1.929 2.153 -0.083  C2 1.526, H13 0.983, H14 1.054
2 C -2.625 0.827 -0.375  N1 1.526, C3 1.565, H15 1.019, H16 1.101
3 C -1.550 -0.200 -0.863  C2 1.565, N4 1.299, C5 1.539, H17 1.125
4 N -2.011 -1.099 -1.681  C3 1.299, H18 0.996, H19 1.033
5 C -0.772 -0.885 0.275  C3 1.539, O6 1.160, C7 1.629
6 O -1.196 -1.607 1.077  C5 1.160
7 C 0.788 -0.440 0.415  C5 1.629, C8 1.425, C12 1.412
8 C 1.605 -0.124 -0.709  C7 1.425, C9 1.406, H20 1.064
9 C 2.982 0.045 -0.475  C8 1.406, C10 1.382, H21 1.102
10 C 3.496 -0.170 0.790  C9 1.382, C11 1.477, H22 1.147
11 C 2.692 -0.482 1.989  C10 1.477, C12 1.379, H23 1.090
12 C 1.349 -0.600 1.701  C7 1.412, C11 1.379, H24 1.086
13 H -2.031 2.282 0.886  N1 0.983
14 H -2.390 2.903 -0.662  N1 1.054
15 H -3.367 1.020 -1.046  C2 1.019
16 H -2.990 0.384 0.564  C2 1.101
17 H -0.770 0.324 -1.481  C3 1.125
18 H -2.929 -1.438 -1.496  N4 0.996
19 H -1.554 -1.619 -2.447  N4 1.033
20 H 1.195 0.289 -1.600  C8 1.064
21 H 3.664 0.226 -1.321  C9 1.102
22 H 4.610 -0.199 1.063  C10 1.147
23 H 3.072 -0.782 2.965  C11 1.090
24 H 0.660 -0.809 2.515  C12 1.086

Calculated values
structure (SMILES)	NC[C@H](N)C(=O)c1ccccc1

Löwdin population analysis, charges in e, atoms 1 to 5: number 1, N, carries 0.006; number 2, C, carries -0.150; number 3, C, carries -0.437; number 4, N, carries 0.039; number 5, C, carries -0.309


Run B
Formula: C9H12N2O
Source: the Open Molecules 2025 dataset
Level of theory: the ωB97M-V functional and the def2-TZVPD basis

Bonds (Å) are listed after each position.
Element x y z (Å)
1 C -0.684 -0.857 -3.996  C2 1.548, H13 1.107, H14 1.095, H15 1.062
2 C -0.473 -0.398 -2.533  C1 1.548, C3 1.387, C12 1.364
3 C -1.148 -1.106 -1.550  C2 1.387, C4 1.474, H16 1.104
4 C -0.898 -0.691 -0.158  C3 1.474, C5 1.394, H17 1.047
5 C -0.061 0.405 0.045  C4 1.394, C6 1.500, C11 1.446
6 C 0.113 0.752 1.495  C5 1.500, N7 1.486, H18 1.111, H19 1.081
7 N 1.054 -0.191 2.152  C6 1.486, C8 1.511, H20 1.018
8 C 0.737 -0.317 3.624  N7 1.511, N9 1.477, H21 1.102, H22 1.120
9 N 0.874 1.000 4.277  C8 1.477, O10 1.186
10 O 0.102 1.726 4.810  N9 1.186
11 C 0.629 1.071 -1.037  C5 1.446, C12 1.355, H23 1.117
12 C 0.325 0.683 -2.300  C2 1.364, C11 1.355, H24 1.146
13 H -1.467 -1.638 -3.948  C1 1.107
14 H 0.103 -1.433 -4.493  C1 1.095
15 H -0.803 -0.018 -4.637  C1 1.062
16 H -1.877 -1.918 -1.719  C3 1.104
17 H -1.510 -1.065 0.605  C4 1.047
18 H 0.623 1.737 1.567  C6 1.111
19 H -0.800 0.731 2.073  C6 1.081
20 H 2.010 0.117 1.982  N7 1.018
21 H -0.305 -0.640 3.780  C8 1.102
22 H 1.344 -1.110 4.131  C8 1.120
23 H 1.287 1.971 -0.972  C11 1.117
24 H 0.825 1.190 -3.198  C12 1.146

Calculated values
structure (SMILES)	Cc1ccc(CNCN=O)cc1

Löwdin population analysis, charges in e, atoms 1 to 5: number 1, C, carries -0.052; number 2, C, carries -0.294; number 3, C, carries -0.010; number 4, C, carries -0.007; number 5, C, carries -0.212


Which of them is the most stable, and which is the least stable? run A and run B, in that order.


Run A
Formula: C4H15NO2
Source: the Open Molecules 2025 dataset
Level of theory: the ωB97M-V functional and the def2-TZVPD basis

Bonds (Å) are listed after each position.
Element x y z (Å)
1 C -0.751 1.262 0.069  N2 1.493, C5 1.526, H6 1.138, H7 1.132
2 N 0.399 0.324 0.232  C1 1.493, C3 1.503, H8 0.992
3 C 0.001 -0.746 1.209  N2 1.503, C4 1.558, H9 1.112, H10 1.099
4 C 1.251 -1.497 1.758  C3 1.558, H11 1.095, H12 1.133, H13 1.090
5 C -0.346 2.666 -0.372  C1 1.526, H14 1.084, H15 1.133, H16 1.151
6 H -1.219 1.300 1.106  C1 1.138
7 H -1.546 0.678 -0.488  C1 1.132
8 H 1.180 0.807 0.607  N2 0.992
9 H -0.596 -1.573 0.767  C3 1.112
10 H -0.428 -0.413 2.164  C3 1.099
11 H 0.997 -2.444 2.246  C4 1.095
12 H 1.870 -0.887 2.484  C4 1.133
13 H 1.947 -1.697 0.944  C4 1.090
14 H 0.569 2.943 0.137  C5 1.084
15 H -0.421 2.840 -1.489  C5 1.133
16 H -1.087 3.488 -0.055  C5 1.151
17 H -0.914 -1.338 -1.700  O19 0.975
18 H -1.470 -2.578 -2.095  O19 0.956
19 O -1.790 -1.689 -1.943  H17 0.975, H18 0.956
20 H 0.539 -0.684 -2.657  O22 0.966
21 H 0.773 -0.058 -1.088  O22 1.023
22 O 1.044 -0.704 -1.834  H20 0.966, H21 1.023

Calculated values
multiplicity	2
expectation value of S²	0.757
net charge	+1

Löwdin population analysis, charges in e, atoms 1 to 5: number 1, C, carries -0.189; number 2, N, carries 0.069; number 3, C, carries -0.179; number 4, C, carries -0.071; number 5, C, carries -0.057


Run B
Formula: C4H15NO2
Source: the Open Molecules 2025 dataset
Level of theory: the ωB97M-V functional and the def2-TZVPD basis

Bonds (Å) are listed after each position.
Element x y z (Å)
1 C -1.385 -1.822 1.138  C2 1.542, H6 1.101, H7 1.096, H8 1.090
2 C -1.736 -0.530 0.372  C1 1.542, C3 1.550, H9 1.088, H10 1.081
3 C -0.536 0.451 0.340  C2 1.550, N4 1.429, H11 1.110, H12 1.094
4 N -0.053 0.692 -0.983  C3 1.429, C5 1.448, H13 1.029
5 C 1.321 0.366 -1.304  N4 1.448, H14 1.106, H15 1.094, H16 1.079
6 H -1.146 -2.656 0.460  C1 1.101
7 H -0.563 -1.673 1.846  C1 1.096
8 H -2.200 -2.129 1.793  C1 1.090
9 H -2.015 -0.795 -0.646  C2 1.088
10 H -2.582 -0.054 0.847  C2 1.081
11 H -0.852 1.438 0.736  C3 1.110
12 H 0.288 0.227 1.023  C3 1.094
13 H -0.645 0.299 -1.727  N4 1.029
14 H 1.935 1.282 -1.220  C5 1.106
15 H 1.749 -0.362 -0.610  C5 1.094
16 H 1.435 0.034 -2.324  C5 1.079
17 H -1.033 3.823 -2.435  O19 0.970
18 H -0.324 2.457 -2.397  O19 0.962
19 O -0.417 3.256 -2.925  H17 0.970, H18 0.962
20 H 2.455 -1.742 2.637  O22 0.967
21 H 1.726 -2.524 3.776  O22 0.962
22 O 2.490 -2.534 3.192  H20 0.967, H21 0.962

Calculated values
multiplicity	2
expectation value of S²	0.754
net charge	+1

Löwdin population analysis, charges in e, atoms 1 to 5: number 1, C, carries -0.070; number 2, C, carries -0.175; number 3, C, carries -0.152; number 4, N, carries 0.082; number 5, C, carries 0.003


Which of them is the most stable, and which is the least stable? run B and run A, in that order.